[1]
Below is C29H31FIrN6O4S as an isolated structure at a distorted geometry, with properties calculated with ωB97M-V/def2-TZVPD.

Geometry (Å):
Ir (-0.45662, -2.27891, 2.31368)
C (-0.14905, 5.33290, 0.89870)
C (1.08349, 4.46846, 1.12260)
N (0.80512, 3.04544, 0.97852)
C (0.61587, 2.30221, 2.09855)
C (0.31935, 0.97500, 2.09316)
C (0.27265, 0.35177, 3.45675)
O (0.13893, 1.02658, 4.45360)
O (0.46488, -0.95603, 3.51509)
C (0.16858, 0.30839, 0.82191)
O (-0.17503, -0.94256, 0.67366)
C (0.37111, 1.07335, -0.34944)
C (0.24656, 0.47059, -1.62907)
C (0.43809, 1.23047, -2.75538)
F (0.26902, 0.64354, -3.97040)
C (0.78065, 2.57006, -2.71843)
C (0.89049, 3.18613, -1.44677)
C (0.69027, 2.46321, -0.28840)
N (0.95858, 3.37146, -3.89127)
C (-0.24849, 3.97012, -4.44866)
C (0.16016, 5.28379, -5.14947)
N (1.65309, 5.24806, -5.30782)
C (2.08631, 3.96782, -5.95508)
C (1.79010, 2.82693, -4.95427)
H (0.10799, 6.38903, 0.98466)
H (-0.91103, 5.10642, 1.64459)
H (-0.58102, 5.15957, -0.08685)
H (1.46964, 4.61959, 2.12960)
H (1.89142, 4.73738, 0.43902)
H (0.72819, 2.81786, 3.04197)
H (-0.00083, -0.57676, -1.70703)
H (1.14737, 4.23526, -1.41843)
H (-0.94501, 4.18287, -3.64196)
H (-0.74955, 3.29879, -5.15779)
H (-0.07583, 6.16577, -4.55725)
H (-0.26986, 5.39294, -6.14285)
H (2.03304, 5.22915, -4.35524)
H (1.99692, 6.06614, -5.80582)
H (3.14239, 4.04960, -6.20075)
H (1.51556, 3.87725, -6.87718)
H (2.71098, 2.45107, -4.51109)
H (1.31399, 2.00396, -5.49419)
N (-3.68968, -4.76001, 2.06304)
C (-2.78339, -5.77503, 1.75547)
C (-2.97414, -7.11053, 1.49284)
C (-1.84237, -7.87435, 1.19063)
C (-0.58338, -7.29830, 1.14905)
C (-0.39809, -5.93978, 1.41555)
C (-1.50861, -5.18287, 1.73413)
N (-1.64510, -3.83657, 2.03816)
C (-3.00247, -3.58820, 2.23233)
C (-3.43436, -2.30803, 2.52548)
C (-4.69749, -1.73179, 2.69427)
S (-4.52549, -0.03637, 2.96416)
C (-2.83316, -0.17053, 2.84261)
N (-2.39247, -1.36930, 2.63014)
H (-4.68167, -4.86778, 2.16389)
H (-3.95930, -7.55716, 1.51480)
H (-1.95560, -8.92841, 0.97836)
H (0.27191, -7.91045, 0.89661)
H (0.58370, -5.48852, 1.35420)
H (-5.66494, -2.19860, 2.66266)
H (-2.18372, 0.68327, 2.96337)
C (3.61074, -2.52154, 1.98973)
O (2.22551, -2.54527, 1.58251)
C (1.30242, -3.10376, 2.29452)
C (1.73376, -3.92085, 3.46471)
H (4.05365, -3.51424, 1.93986)
H (3.67895, -2.11648, 2.99691)
H (4.09832, -1.86153, 1.28126)
H (2.62094, -4.52751, 3.27737)
H (0.92662, -4.57188, 3.79377)
H (1.95044, -3.21224, 4.27241)

Force components x, y, z for each atom (eV/Å):
Ir -0.64 -0.03 0.39
C 0.00 0.01 0.00
C 0.01 0.00 0.00
N -0.02 0.01 -0.01
C -0.01 -0.01 0.00
C 0.09 0.06 -0.01
C -0.03 0.01 0.05
O 0.00 0.02 0.00
O 0.13 -0.01 -0.30
C -0.10 0.02 0.02
O 0.21 -0.13 -0.08
C -0.02 0.03 0.03
C 0.02 -0.01 -0.02
C -0.05 0.02 0.01
F 0.00 0.00 -0.01
C 0.02 -0.07 -0.04
C 0.06 -0.01 0.02
C 0.01 -0.02 0.00
N -0.05 0.09 0.05
C -0.02 -0.05 -0.05
C 0.01 0.00 -0.01
N 0.01 0.00 0.02
C -0.01 0.00 -0.01
C 0.03 0.00 0.00
H 0.00 0.00 0.00
H 0.00 0.00 0.01
H 0.00 0.00 0.00
H -0.01 0.00 0.00
H -0.01 0.00 0.00
H 0.00 -0.01 0.01
H -0.02 0.00 0.00
H -0.01 0.01 0.00
H 0.00 0.01 0.00
H 0.00 0.00 0.01
H 0.00 -0.01 0.00
H -0.01 0.01 0.01
H 0.01 0.01 0.00
H -0.01 0.00 -0.01
H 0.00 -0.01 0.00
H 0.01 0.00 0.00
H 0.00 0.02 0.00
H 0.00 0.00 0.01
N -0.04 0.02 0.01
C 0.02 0.03 0.02
C 0.05 -0.08 -0.02
C -0.06 0.01 0.01
C 0.04 0.05 0.01
C 0.01 -0.04 0.00
C -0.04 0.00 -0.01
N 0.05 -0.11 -0.28
C 0.05 -0.01 0.00
C -0.15 0.09 0.00
C 0.08 0.03 0.03
S 0.01 -0.05 0.00
C 0.03 0.03 0.10
N 0.01 -0.13 -0.15
H 0.00 0.00 0.00
H -0.01 0.01 0.00
H -0.01 0.00 0.00
H 0.01 0.01 0.00
H 0.01 -0.03 -0.03
H 0.00 -0.01 0.00
H -0.01 0.03 -0.01
C 0.10 -0.19 -0.07
O -0.20 -0.03 -0.20
C 0.52 0.75 0.75
C -0.08 -0.50 -0.22
H -0.02 0.00 -0.01
H 0.02 0.00 -0.01
H -0.01 0.00 0.00
H 0.03 0.05 0.02
H -0.04 0.07 0.02
H -0.01 0.06 -0.03

**Strongest force on any atom**: 1.2 eV/Å
**Energy**: -2355.231645 Eh
**Net charge**: +1
**2S+1**: 5

[2]
Below is an isolated ion of composition C29H31N2O3 and charge +1 at a distorted geometry, with properties calculated with ωB97M-V/def2-TZVPD.

Geometry (Å):
C (4.49838, 4.11621, 4.32409)
O (3.87900, 4.57291, 3.09355)
C (3.34101, 3.64412, 2.25597)
C (2.53031, 4.11518, 1.19871)
C (1.85193, 3.21757, 0.39465)
C (2.03041, 1.82397, 0.55232)
C (1.23539, 0.82477, -0.22253)
C (-0.07736, 1.12289, -0.50215)
C (-1.13112, 0.29169, -1.13286)
C (-1.96006, 1.06198, -2.18160)
C (-2.34693, 0.39813, -3.35061)
C (-3.21531, 1.00502, -4.25509)
C (-3.65167, 2.31252, -4.05357)
C (-3.16793, 3.02482, -2.95957)
C (-2.29112, 2.42042, -2.04393)
N (-2.03369, -0.27380, -0.10976)
C (-3.46268, -0.01262, -0.27783)
C (-4.13114, -0.87694, 0.74379)
N (-3.02823, -1.64267, 1.31340)
C (-3.20992, -2.62020, 2.29865)
C (-4.63350, -2.82751, 2.74024)
O (-2.29541, -3.27850, 2.78724)
C (-1.82268, -1.25050, 0.82698)
C (-0.58235, -1.77708, 1.42218)
C (1.91573, -0.41639, -0.69123)
C (3.31845, -0.47350, -0.90037)
C (3.94796, -1.63974, -1.26140)
C (3.19547, -2.82562, -1.46294)
O (3.84760, -3.97365, -1.77540)
C (3.04890, -5.17383, -1.92456)
C (1.78848, -2.76869, -1.36493)
C (1.20151, -1.58720, -0.96347)
C (2.93264, 1.38134, 1.53385)
C (3.57167, 2.25805, 2.39136)
H (4.81231, 5.03981, 4.81489)
H (3.78434, 3.57165, 4.96015)
H (5.36791, 3.47958, 4.11052)
H (2.42281, 5.18540, 1.08653)
H (1.17017, 3.60400, -0.36117)
H (-0.42052, 2.12477, -0.20928)
H (-0.62704, -0.50064, -1.69818)
H (-1.92223, -0.58546, -3.55443)
H (-3.51968, 0.47461, -5.14460)
H (-4.32718, 2.78351, -4.76100)
H (-3.42886, 4.07174, -2.83352)
H (-1.83020, 3.03526, -1.26839)
H (-3.68538, 1.05200, -0.10263)
H (-3.83892, -0.28969, -1.28121)
H (-4.60838, -0.27958, 1.52141)
H (-4.84786, -1.54606, 0.26888)
H (-5.31475, -2.00726, 2.49611)
H (-5.00935, -3.76496, 2.31089)
H (-4.60895, -2.96971, 3.82492)
H (-0.85036, -2.21217, 2.38260)
H (-0.15907, -2.62590, 0.87275)
H (0.19007, -1.02038, 1.57631)
H (3.91516, 0.42793, -0.74353)
H (5.03044, -1.69701, -1.35757)
H (3.77199, -5.95443, -2.14886)
H (2.50844, -5.41651, -1.00114)
H (2.33815, -5.06806, -2.75187)
H (1.15435, -3.63653, -1.54101)
H (0.13294, -1.63076, -0.74661)
H (3.08182, 0.31104, 1.66866)
H (4.22407, 1.87066, 3.16722)

Force components x, y, z for each atom (eV/Å):
C -0.18 0.23 -0.64
O -0.03 -0.47 0.22
C 0.20 -0.48 -0.01
C 0.26 -0.33 0.76
C 0.20 -0.45 0.11
C 0.18 0.26 0.06
C -1.17 0.31 -0.73
C 1.43 0.70 0.98
C 0.99 0.64 -1.48
C 0.42 0.50 -0.11
C -0.07 0.11 0.27
C 0.24 0.12 0.00
C 0.13 -0.17 0.32
C 0.49 -0.13 0.20
C -0.28 -0.16 -0.31
N 0.07 -2.21 1.22
C -0.75 0.51 -0.58
C -0.51 -0.25 0.37
N 0.72 -0.28 0.11
C 0.53 -1.41 1.41
C -0.16 -0.01 0.27
O -1.70 0.80 -0.86
C -0.89 2.11 -1.47
C 0.63 -0.08 0.52
C 0.19 -0.24 -0.07
C -0.53 0.49 0.27
C -0.13 -1.12 -0.12
C -0.64 0.05 -0.27
O -0.41 -0.03 0.14
C 0.43 0.53 0.00
C 0.88 -0.18 0.03
C -0.34 0.20 0.43
C -0.57 -0.10 -0.30
C -0.15 0.83 0.03
H 0.00 -0.29 -0.02
H 0.12 0.16 -0.27
H -0.17 0.23 0.08
H -0.08 -0.01 -0.04
H 0.23 -0.12 0.03
H 0.18 -0.59 0.25
H -0.64 0.14 0.18
H -0.35 0.06 0.06
H -0.01 -0.08 -0.07
H 0.10 -0.08 0.10
H 0.03 -0.15 -0.01
H -0.42 -0.26 -0.06
H 0.23 -0.41 -0.25
H 0.58 0.34 0.41
H -0.07 -0.16 -0.05
H -0.10 0.05 0.26
H 0.15 -0.34 0.10
H 0.08 0.22 -0.02
H -0.02 0.01 -0.20
H 0.18 0.32 -0.13
H -0.20 0.25 0.03
H -0.19 0.08 -0.52
H -0.19 -0.32 -0.06
H -0.23 0.06 -0.06
H -0.12 0.02 0.01
H 0.16 0.11 -0.12
H 0.16 -0.02 0.09
H 0.30 0.20 0.06
H 0.91 -0.07 -0.41
H 0.03 0.20 -0.05
H -0.13 0.09 -0.13

**Strongest force on any atom**: 2.7 eV/Å
**Energy**: -1458.629654 Eh
**Net charge**: +1
**Structure (SMILES)**: COc1ccc(C(=C[C@H](c2ccccc2)N2CC[N+](C(C)=O)=C2C)c2ccc(OC)cc2)cc1

[3]
Below is C29H31N4O2RhS4Si2 as an isolated structure, with properties calculated with ωB97M-V/def2-TZVPD.

Geometry (Å):
Rh (0.88175, 0.92861, 0.12702)
C (2.09511, -0.77521, -2.87272)
Si (0.62884, 0.13594, -2.08309)
C (0.23144, 1.45260, -3.38868)
C (-0.78028, -1.14948, -2.23205)
C (-1.50417, -1.47139, -3.38138)
C (-2.44749, -2.48989, -3.36650)
C (-2.66256, -3.22342, -2.20335)
C (-1.94456, -2.91731, -1.05564)
C (-1.01824, -1.87416, -1.05634)
Si (0.02208, -1.26997, 0.40441)
C (1.28125, -2.64804, 0.71781)
C (-1.08566, -1.15260, 1.93245)
H (1.78934, -1.13387, -3.86170)
H (2.43443, -1.63246, -2.28762)
H (2.94625, -0.10265, -2.99413)
H (0.22845, 0.97903, -4.37711)
H (0.98983, 2.23845, -3.39275)
H (-0.74059, 1.92005, -3.22877)
H (-1.34327, -0.91312, -4.29855)
H (-3.02286, -2.71307, -4.25863)
H (-3.40211, -4.01729, -2.19255)
H (-2.12718, -3.48302, -0.14533)
H (0.73011, -3.57500, 0.91460)
H (1.91382, -2.41455, 1.57406)
H (1.91066, -2.81009, -0.15957)
H (-1.76139, -2.01262, 1.99807)
H (-1.68787, -0.24219, 1.90618)
H (-0.46433, -1.11961, 2.82997)
S (3.13323, 1.81926, -0.40774)
C (4.29349, 0.54309, -0.72239)
C (5.35878, 0.76383, -1.60458)
C (6.29362, -0.22658, -1.86506)
C (6.19024, -1.47196, -1.25773)
C (5.14097, -1.69963, -0.37406)
C (4.21223, -0.70836, -0.10165)
H (5.42998, 1.72520, -2.09954)
H (7.10218, -0.02754, -2.56079)
H (6.91191, -2.25180, -1.47174)
H (5.04053, -2.66353, 0.11377)
H (3.41463, -0.87873, 0.60724)
C (3.63180, 0.70811, 4.78970)
N (2.45925, 1.30047, 4.18544)
C (1.85776, 2.38171, 4.76754)
C (0.77485, 2.95347, 4.23303)
C (0.22823, 2.41809, 2.97685)
O (-0.82682, 2.84268, 2.52031)
N (0.95695, 1.43237, 2.35437)
C (1.97448, 0.79105, 2.96225)
O (2.50214, -0.22474, 2.50615)
H (3.43381, 0.43487, 5.82980)
H (4.48075, 1.39683, 4.75785)
H (3.87885, -0.18311, 4.22064)
H (2.31179, 2.72206, 5.69169)
H (0.27858, 3.79193, 4.69702)
S (-5.31921, 3.64202, -2.13949)
C (-4.20786, 3.43115, -0.88550)
S (-2.76505, 4.42537, -0.65789)
C (-1.76153, 2.99697, -0.55076)
N (-2.45885, 1.85994, -0.46867)
N (-3.76270, 2.09341, -0.50004)
C (-4.64240, 1.04672, -0.22317)
C (-5.95514, 1.33076, 0.16394)
C (-6.81310, 0.28968, 0.47214)
C (-6.38729, -1.03079, 0.39186)
C (-5.08126, -1.30255, -0.00003)
C (-4.20601, -0.27651, -0.30661)
S (-0.09667, 3.06732, -0.53695)
H (-6.27987, 2.35869, 0.21167)
H (-7.82830, 0.51551, 0.77706)
H (-7.06679, -1.84049, 0.63011)
H (-4.73063, -2.32425, -0.07797)
H (-3.19233, -0.48569, -0.61621)

Force components x, y, z for each atom (eV/Å):
Rh 0.17 -0.17 0.31
C 0.00 -0.02 0.05
Si 0.02 0.11 -0.10
C 0.03 -0.03 0.01
C 0.01 0.00 -0.01
C -0.02 -0.01 -0.02
C -0.01 -0.03 0.02
C 0.00 0.02 -0.02
C -0.01 -0.02 -0.01
C 0.06 0.08 0.04
Si -0.06 -0.04 0.01
C -0.07 0.00 0.01
C -0.01 -0.01 -0.04
H -0.01 -0.01 0.00
H -0.01 0.00 0.01
H 0.02 0.00 -0.01
H 0.00 0.01 -0.01
H 0.01 0.00 0.03
H -0.02 0.01 0.02
H 0.00 0.01 0.00
H 0.00 0.00 0.00
H 0.00 0.00 0.00
H -0.01 -0.01 0.00
H 0.01 -0.02 0.01
H 0.00 0.01 0.00
H 0.01 0.01 0.00
H 0.01 -0.02 0.00
H 0.00 0.01 -0.02
H 0.01 0.01 0.00
S -0.04 0.05 -0.17
C 0.00 -0.02 0.02
C -0.01 0.02 0.00
C 0.01 -0.01 0.00
C 0.01 -0.01 0.00
C 0.01 0.00 -0.01
C -0.01 -0.01 -0.01
H 0.00 0.00 0.00
H 0.00 0.00 0.00
H 0.00 0.00 0.00
H 0.00 0.00 0.00
H 0.00 -0.01 -0.01
C 0.00 -0.02 0.01
N -0.01 -0.03 -0.02
C -0.01 0.01 0.00
C 0.00 -0.02 0.01
C -0.03 0.05 0.02
O 0.02 0.00 0.01
N -0.04 -0.05 -0.08
C 0.01 0.07 0.02
O 0.01 -0.01 -0.01
H 0.00 0.00 0.00
H 0.00 0.00 0.00
H 0.00 0.01 0.01
H 0.00 0.01 -0.01
H 0.00 0.00 0.00
S -0.02 0.01 -0.01
C 0.04 0.03 0.03
S -0.02 0.05 -0.01
C 0.06 -0.03 -0.05
N -0.03 0.00 0.05
N 0.00 -0.01 -0.04
C 0.00 -0.02 0.04
C 0.03 0.00 -0.01
C 0.00 -0.01 0.00
C -0.01 -0.01 0.01
C 0.02 0.01 -0.01
C -0.01 -0.03 0.00
S -0.15 0.03 -0.04
H 0.00 0.01 0.00
H 0.00 0.00 0.00
H 0.00 0.00 0.00
H 0.00 0.00 0.00
H 0.02 0.00 -0.01

**Strongest force on any atom**: 0.4 eV/Å
**Energy**: -3775.587095 Eh
**Energy above the lowest of the compared OMol25 structures with the same formula, charge and spin**: 3.2 kcal per mole
**Net charge**: -2
**2S+1**: 5